Molecular formula: C33H66ClN3O6RbSb2Se4Si3
Method: DFT, ωB97M-V with the def2-TZVPD basis set

Positions of all 119 atoms, in Å:
1 Rb 0.201 -1.423 -0.279
2 C 2.600 -2.822 2.850
3 C 1.916 -1.507 2.491
4 C 2.122 -0.474 3.587
5 O 0.499 -1.750 2.351
6 C 2.342 -0.913 1.106
7 O 2.154 0.291 0.923
8 O 2.666 -1.727 0.209
9 H 2.094 -3.273 3.706
10 H 3.647 -2.667 3.097
11 H 2.542 -3.520 2.012
12 H 1.792 -0.850 4.552
13 H 1.575 0.431 3.346
14 H 3.177 -0.226 3.644
15 H 0.440 -2.452 1.686
16 C -0.976 -2.768 -3.165
17 O -1.621 -2.326 -1.987
18 C -2.477 -3.297 -1.438
19 C -1.770 -4.345 -0.583
20 O -1.388 -3.776 0.654
21 C -0.814 -4.744 1.501
22 H -1.704 -2.992 -3.953
23 H -0.374 -3.667 -3.005
24 H -0.320 -1.965 -3.506
25 H -3.028 -3.808 -2.236
26 H -3.184 -2.756 -0.801
27 H -0.892 -4.743 -1.106
28 H -2.449 -5.190 -0.401
29 H -1.510 -5.574 1.676
30 H -0.583 -4.261 2.449
31 H 0.106 -5.167 1.075
32 Se 1.880 -6.405 -0.791
33 Sb 2.978 -5.327 -2.858
34 Se 5.300 -5.920 -3.229
35 Se 1.341 -5.238 -4.654
36 Se 2.415 -4.048 -0.699
37 C -1.376 -0.293 5.211
38 Si -2.109 0.849 3.859
39 C -3.561 1.773 4.720
40 C -0.852 2.245 3.497
41 Sb -2.511 -0.570 1.713
42 Si -4.281 -2.095 2.872
43 C -5.577 -1.395 4.111
44 C -3.371 -3.446 3.881
45 C -5.344 -3.057 1.598
46 Si -4.275 1.030 0.659
47 C -3.485 2.494 -0.290
48 C -5.240 0.023 -0.658
49 C -5.660 1.872 1.701
50 H -0.834 0.266 5.968
51 H -0.686 -1.000 4.763
52 H -2.157 -0.856 5.712
53 H -3.249 2.167 5.683
54 H -4.410 1.124 4.894
55 H -3.903 2.610 4.122
56 H -0.546 2.756 4.406
57 H -1.286 2.988 2.834
58 H 0.043 1.855 3.025
59 H -5.110 -1.122 5.051
60 H -6.342 -2.134 4.329
61 H -6.078 -0.518 3.720
62 H -2.609 -3.010 4.519
63 H -2.883 -4.148 3.217
64 H -4.053 -4.008 4.514
65 H -6.080 -2.413 1.130
66 H -5.880 -3.876 2.069
67 H -4.726 -3.478 0.813
68 H -2.955 2.125 -1.159
69 H -2.773 3.030 0.330
70 H -4.228 3.208 -0.632
71 H -4.574 -0.632 -1.211
72 H -5.743 0.666 -1.375
73 H -5.997 -0.596 -0.189
74 H -5.306 2.779 2.183
75 H -6.032 1.209 2.473
76 H -6.503 2.148 1.071
77 C 3.302 3.564 -1.415
78 C 2.753 4.296 -2.643
79 C 3.932 4.988 -3.350
80 C 1.820 5.416 -2.159
81 C 2.001 3.325 -3.633
82 O 1.971 3.875 -4.945
83 C 2.538 1.873 -3.671
84 C 3.917 1.646 -4.325
85 C 4.980 1.160 -3.376
86 C 4.770 0.022 -2.604
87 C 5.751 -0.461 -1.760
88 C 6.967 0.197 -1.691
89 Cl 8.214 -0.403 -0.656
90 C 7.201 1.332 -2.447
91 C 6.208 1.802 -3.286
92 C 0.474 3.210 -3.348
93 N 0.097 2.471 -2.184
94 C -0.466 1.258 -2.111
95 N -0.717 0.945 -0.861
96 C -0.254 2.011 -0.183
97 N 0.229 2.954 -0.946
98 H 3.716 4.295 -0.725
99 H 4.099 2.876 -1.681
100 H 2.528 3.019 -0.885
101 H 4.421 5.658 -2.644
102 H 3.584 5.586 -4.192
103 H 4.678 4.275 -3.689
104 H 2.402 6.165 -1.625
105 H 1.073 5.026 -1.475
106 H 1.338 5.910 -3.000
107 H 2.848 3.792 -5.335
108 H 1.805 1.298 -4.243
109 H 2.543 1.476 -2.655
110 H 4.273 2.547 -4.829
111 H 3.804 0.885 -5.103
112 H 3.827 -0.502 -2.654
113 H 5.566 -1.343 -1.168
114 H 8.152 1.836 -2.383
115 H 6.405 2.683 -3.880
116 H 0.044 2.712 -4.221
117 H 0.040 4.207 -3.290
118 H -0.714 0.656 -2.964
119 H -0.272 2.090 0.881

**Spin multiplicity**: 1
**E**: -363324.6488 eV
**Charge**: -1
**ΔE to the lowest compared entry with this formula, charge and spin**: 0.0 kcal/mol

---

Molecular formula: C33H66NO9Rb2
Method: DFT, ωB97M-V with the def2-TZVPD basis set

Positions of all 111 atoms, in Å:
1 Rb 2.907 -3.257 0.791
2 Rb -1.135 -2.849 0.607
3 C 0.833 -2.084 -1.545
4 C 1.160 -0.913 -0.547
5 C 0.272 0.286 -1.132
6 C 0.211 1.439 -0.116
7 C -0.391 1.037 1.188
8 C 0.442 -0.078 1.858
9 N 0.690 -1.149 0.844
10 O 1.163 -2.404 1.434
11 C -0.507 -0.527 3.036
12 C 1.795 0.461 2.458
13 C 2.689 -0.614 -0.712
14 H 1.254 -2.010 -2.547
15 H -0.219 -2.314 -1.376
16 H 1.272 -3.015 -1.188
17 H -0.762 0.005 -1.333
18 H 0.696 0.615 -2.081
19 H -0.466 2.113 -0.642
20 H 1.121 2.014 0.052
21 H -1.465 0.864 1.120
22 H -0.344 1.927 1.814
23 H -1.324 0.145 3.298
24 H 0.065 -0.576 3.963
25 H -1.007 -1.483 2.888
26 H 2.489 0.743 1.667
27 H 2.335 -0.234 3.102
28 H 1.500 1.333 3.041
29 H 3.033 0.401 -0.514
30 H 2.855 -0.821 -1.769
31 H 3.286 -1.328 -0.146
32 C -2.182 2.659 -2.294
33 C -2.943 2.961 -0.973
34 O -4.154 3.238 -1.021
35 C -2.201 2.974 0.383
36 H -1.711 3.514 -2.778
37 H -2.893 2.187 -2.972
38 H -1.350 1.959 -2.218
39 H -1.124 3.046 0.231
40 H -2.466 2.168 1.067
41 H -2.453 3.906 0.889
42 C -1.516 0.385 5.481
43 C -1.876 -0.881 4.659
44 O -1.056 -1.745 4.540
45 C -3.152 -1.057 4.096
46 H -0.531 0.841 5.382
47 H -1.716 0.261 6.545
48 H -2.198 1.192 5.214
49 H -3.142 -1.989 3.531
50 H -3.139 -0.240 3.374
51 H -4.008 -0.966 4.766
52 C -2.831 -4.892 -1.931
53 C -2.579 -3.377 -1.739
54 O -2.806 -2.837 -0.649
55 C -1.894 -2.723 -2.930
56 H -3.782 -5.280 -1.564
57 H -2.085 -5.472 -1.388
58 H -2.961 -5.087 -2.995
59 H -1.197 -3.329 -3.508
60 H -1.422 -1.789 -2.625
61 H -2.718 -2.361 -3.544
62 C 6.013 2.638 -0.518
63 C 5.700 1.110 -0.537
64 O 6.437 0.350 -1.064
65 C 4.434 0.649 0.134
66 H 6.998 2.957 -0.177
67 H 5.397 3.121 0.240
68 H 5.822 3.130 -1.472
69 H 4.689 0.515 1.185
70 H 4.088 -0.226 -0.416
71 H 3.717 1.467 0.207
72 C -3.296 -0.080 -3.869
73 C -1.857 -0.426 -4.072
74 O -1.471 -0.978 -5.136
75 C -0.936 -0.165 -2.876
76 H -3.651 -0.669 -3.023
77 H -3.818 -0.350 -4.787
78 H -3.411 0.993 -3.717
79 H -1.468 -0.436 -1.964
80 H -0.692 0.896 -2.816
81 H -0.123 -0.783 -3.255
82 C -3.464 -0.626 -0.969
83 C -3.118 -0.678 0.493
84 O -1.995 -0.965 0.792
85 C -4.189 -0.357 1.536
86 H -3.872 -1.606 -1.213
87 H -2.626 -0.526 -1.658
88 H -4.293 0.081 -0.965
89 H -4.527 -1.228 2.097
90 H -5.072 0.088 1.076
91 H -3.668 0.376 2.151
92 C 1.678 3.050 1.694
93 C 1.737 4.326 2.395
94 O 2.548 5.188 2.107
95 C 0.856 4.428 3.666
96 H 2.380 2.345 2.140
97 H 1.995 3.085 0.652
98 H 0.681 2.652 1.886
99 H 0.726 5.447 4.031
100 H 1.276 3.851 4.489
101 H -0.148 4.043 3.490
102 C 4.529 -1.282 -2.470
103 C 3.703 -2.412 -1.934
104 O 3.768 -2.659 -0.722
105 C 2.667 -2.993 -2.822
106 H 5.497 -1.367 -1.977
107 H 4.248 -0.277 -2.154
108 H 4.534 -1.263 -3.560
109 H 1.967 -2.185 -3.035
110 H 2.137 -3.691 -2.174
111 H 3.109 -3.552 -3.647

**Spin multiplicity**: 1
**E**: -56478.3762 eV
**Charge**: +1

---

Molecular formula: C33H67Cl2N8O10PS
Method: DFT, ωB97M-V with the def2-TZVPD basis set

Positions of all 122 atoms, in Å:
1 C -5.908 -2.133 3.592
2 C -4.481 -1.626 3.291
3 O -4.227 -0.425 3.993
4 C -3.460 -2.644 3.752
5 C -2.050 -2.595 3.124
6 C -1.259 -3.484 3.925
7 N -0.586 -4.231 4.529
8 P -1.335 -0.869 3.503
9 C 0.435 -1.019 3.114
10 O -1.899 0.034 2.230
11 C -1.968 -3.193 1.663
12 C -0.567 -3.523 1.435
13 N 0.563 -3.792 1.250
14 C -2.695 -4.551 1.556
15 C -4.202 -4.452 1.303
16 C -4.628 -4.822 -0.116
17 Cl -5.682 -3.561 -0.826
18 C -2.439 -2.259 0.525
19 C -1.369 -1.496 -0.246
20 C -2.044 -0.454 -1.137
21 C -1.020 0.571 -1.635
22 S -1.757 2.172 -1.543
23 O -2.124 2.451 -0.191
24 O -2.761 2.277 -2.545
25 Cl -0.232 3.447 -1.978
26 H -5.910 -3.040 4.173
27 H -6.432 -1.366 4.137
28 H -6.455 -2.295 2.676
29 H -4.447 -1.449 2.227
30 H -4.380 0.314 3.407
31 H -3.330 -2.470 4.810
32 H -3.868 -3.635 3.669
33 H 0.679 -1.314 2.107
34 H 0.816 -1.748 3.814
35 H 0.865 -0.069 3.382
36 H -1.325 0.804 2.148
37 H -2.252 -5.050 0.708
38 H -2.484 -5.163 2.420
39 H -4.595 -3.483 1.541
40 H -4.696 -5.134 1.978
41 H -5.235 -5.706 -0.108
42 H -3.790 -4.950 -0.775
43 H -2.982 -2.825 -0.214
44 H -3.117 -1.512 0.889
45 H -0.698 -0.993 0.425
46 H -0.838 -2.158 -0.907
47 H -2.883 0.016 -0.649
48 H -2.410 -0.966 -2.011
49 H -0.109 0.528 -1.060
50 H -0.759 0.405 -2.668
51 C 3.106 -5.109 -0.396
52 N 3.296 -5.950 -1.569
53 C 4.166 -6.977 -1.745
54 C 5.069 -7.318 -0.584
55 O 4.204 -7.589 -2.803
56 H 2.085 -5.188 -0.041
57 H 3.293 -4.068 -0.660
58 H 3.787 -5.399 0.401
59 H 2.722 -5.769 -2.377
60 H 5.698 -8.152 -0.880
61 H 5.701 -6.472 -0.315
62 H 4.491 -7.601 0.294
63 C 4.492 0.056 -1.606
64 N 3.215 -0.633 -1.537
65 C 2.386 -0.973 -2.552
66 C 2.806 -0.600 -3.953
67 O 1.336 -1.562 -2.323
68 H 5.281 -0.573 -1.194
69 H 4.453 0.981 -1.030
70 H 4.739 0.297 -2.633
71 H 2.877 -0.913 -0.629
72 H 2.040 -0.942 -4.641
73 H 2.915 0.480 -4.051
74 H 3.751 -1.077 -4.214
75 C 2.626 -4.195 4.134
76 N 3.278 -4.984 3.103
77 C 4.589 -5.029 2.777
78 C 5.535 -4.162 3.577
79 O 4.987 -5.742 1.865
80 H 2.114 -4.844 4.843
81 H 1.884 -3.552 3.670
82 H 3.347 -3.586 4.669
83 H 2.696 -5.580 2.534
84 H 6.538 -4.310 3.193
85 H 5.271 -3.108 3.481
86 H 5.515 -4.437 4.631
87 C -1.580 5.458 2.243
88 N -0.414 4.629 2.513
89 C 0.498 4.741 3.500
90 C 0.319 5.871 4.487
91 O 1.431 3.950 3.584
92 H -2.479 4.841 2.274
93 H -1.500 5.907 1.253
94 H -1.665 6.250 2.978
95 H -0.238 3.864 1.884
96 H 1.127 5.822 5.211
97 H 0.353 6.835 3.981
98 H -0.632 5.780 5.012
99 C -0.345 7.451 -3.429
100 N -0.982 7.157 -2.158
101 C -1.093 7.972 -1.075
102 C -0.484 9.346 -1.208
103 O -1.659 7.631 -0.046
104 H -1.072 7.370 -4.241
105 H 0.465 6.746 -3.625
106 H 0.062 8.456 -3.426
107 H -1.402 6.247 -2.040
108 H -0.649 9.883 -0.280
109 H 0.589 9.278 -1.391
110 H -0.950 9.900 -2.023
111 C 0.057 6.574 -8.133
112 N 1.019 6.334 -7.072
113 C 1.057 5.305 -6.185
114 C -0.030 4.262 -6.286
115 O 1.935 5.242 -5.340
116 H 0.558 6.599 -9.101
117 H -0.445 7.530 -7.982
118 H -0.691 5.790 -8.151
119 H 1.770 6.995 -6.952
120 H 0.140 3.519 -5.514
121 H -1.010 4.715 -6.127
122 H -0.019 3.769 -7.258

**Spin multiplicity**: 1
**E**: -112874.1431 eV
**ΔE to the lowest compared entry with this formula, charge and spin**: 0.0 kcal/mol
**SMILES**: C[C@@H](O)C[C@](C#N)(P(C)O)[C@@](C#N)(CCCCl)CCCCS(=O)(=O)Cl.CNC(C)=O.CNC(C)=O.CNC(C)=O.CNC(C)=O.CNC(C)=O.CNC(C)=O

---

Molecular formula: C33H72F24N5OP5
Method: DFT, ωB97M-V with the def2-TZVPD basis set

Positions of all 140 atoms, in Å:
1 C 1.796 -3.400 -9.590
2 C 1.960 -4.414 -10.789
3 N 0.779 -4.338 -11.662
4 C -0.286 -5.148 -11.616
5 C -1.240 -4.580 -12.483
6 N -0.686 -3.378 -12.981
7 C 0.479 -3.244 -12.385
8 C -1.135 -2.545 -14.132
9 H 1.997 -2.336 -9.715
10 H 2.468 -3.639 -8.766
11 H 0.829 -3.368 -9.088
12 H 1.949 -5.429 -10.392
13 H 2.732 -4.099 -11.490
14 H -0.364 -5.958 -10.907
15 H -2.280 -4.788 -12.688
16 H 1.161 -2.418 -12.525
17 H -0.404 -1.782 -14.398
18 H -1.988 -1.911 -13.891
19 H -1.260 -3.270 -14.936
20 C -1.939 2.599 -20.106
21 C -0.747 2.419 -21.187
22 N -1.159 2.553 -22.552
23 C -1.617 3.746 -23.075
24 C -1.966 3.572 -24.421
25 N -1.697 2.168 -24.720
26 C -1.255 1.606 -23.528
27 C -1.936 1.600 -26.063
28 H -2.593 1.748 -19.913
29 H -2.712 3.317 -20.379
30 H -1.593 2.747 -19.083
31 H -0.282 1.443 -21.048
32 H 0.071 3.114 -20.998
33 H -1.470 4.663 -22.523
34 H -2.307 4.288 -25.155
35 H -1.018 0.561 -23.386
36 H -1.029 1.802 -26.634
37 H -2.778 1.965 -26.651
38 H -2.038 0.516 -26.113
39 C -9.450 2.596 -20.099
40 C -8.379 1.656 -19.608
41 C -8.682 0.223 -19.790
42 C -9.732 -0.234 -18.812
43 P -10.100 -1.882 -18.703
44 C -8.996 -2.582 -17.417
45 C -9.226 -2.139 -15.907
46 C -8.636 -3.007 -14.790
47 C -9.102 -4.428 -14.912
48 C -9.889 -2.797 -20.359
49 C -10.549 -2.147 -21.616
50 C -12.060 -2.435 -21.888
51 C -12.337 -3.931 -22.090
52 C -11.849 -2.067 -18.040
53 C -12.184 -3.346 -17.328
54 C -12.333 -4.555 -18.262
55 C -12.701 -5.831 -17.585
56 H -10.363 2.493 -19.512
57 H -9.574 2.597 -21.182
58 H -9.122 3.618 -19.906
59 H -8.277 1.839 -18.539
60 H -7.423 1.778 -20.117
61 H -7.854 -0.465 -19.617
62 H -9.061 0.228 -20.812
63 H -10.640 0.347 -18.976
64 H -9.375 0.025 -17.815
65 H -7.993 -2.360 -17.780
66 H -8.977 -3.650 -17.634
67 H -10.303 -2.045 -15.764
68 H -9.056 -1.080 -15.710
69 H -8.798 -2.603 -13.790
70 H -7.550 -2.929 -14.847
71 H -10.166 -4.383 -15.147
72 H -9.008 -4.867 -13.919
73 H -8.654 -5.044 -15.692
74 H -10.076 -3.866 -20.257
75 H -8.839 -3.007 -20.566
76 H -10.138 -2.573 -22.531
77 H -10.441 -1.063 -21.657
78 H -12.347 -1.899 -22.793
79 H -12.744 -2.161 -21.086
80 H -11.908 -4.407 -22.972
81 H -13.416 -4.063 -22.174
82 H -11.970 -4.578 -21.292
83 H -12.517 -1.780 -18.852
84 H -11.827 -1.237 -17.334
85 H -13.067 -3.228 -16.701
86 H -11.361 -3.524 -16.635
87 H -11.462 -4.860 -18.841
88 H -12.995 -4.140 -19.021
89 H -13.711 -5.839 -17.175
90 H -12.046 -5.990 -16.728
91 H -12.771 -6.786 -18.106
92 C 3.254 -4.806 -26.498
93 N 2.935 -5.073 -27.964
94 C 2.510 -6.585 -27.983
95 C 1.835 -4.208 -28.330
96 C 4.229 -4.681 -28.761
97 C 4.114 -4.391 -30.291
98 O 3.397 -5.307 -30.990
99 H 3.504 -3.761 -26.315
100 H 4.102 -5.433 -26.222
101 H 2.323 -5.011 -25.970
102 H 1.688 -6.565 -27.267
103 H 3.279 -7.343 -27.836
104 H 2.087 -6.929 -28.926
105 H 1.338 -4.595 -29.219
106 H 2.299 -3.227 -28.426
107 H 0.974 -4.330 -27.673
108 H 4.883 -5.547 -28.666
109 H 4.580 -3.787 -28.245
110 H 5.037 -4.129 -30.808
111 H 3.623 -3.434 -30.466
112 H 3.982 -5.916 -31.446
113 P -5.019 -10.439 -17.100
114 F -4.285 -9.523 -15.938
115 F -4.713 -11.879 -16.342
116 F -6.425 -10.038 -16.326
117 F -5.933 -11.148 -18.242
118 F -5.117 -9.114 -17.956
119 F -3.676 -10.753 -17.966
120 P -4.771 -6.881 -27.637
121 F -5.453 -8.308 -27.245
122 F -5.694 -6.616 -28.995
123 F -5.731 -5.998 -26.629
124 F -3.867 -5.557 -27.899
125 F -3.919 -7.120 -26.264
126 F -3.581 -7.578 -28.485
127 P 1.231 -10.695 -22.687
128 F 1.592 -12.132 -23.355
129 F 0.209 -10.294 -23.963
130 F 0.015 -11.324 -21.802
131 F 0.805 -9.243 -22.059
132 F 2.283 -10.986 -21.436
133 F 2.358 -9.943 -23.563
134 P -3.488 -4.054 -21.155
135 F -2.262 -3.242 -20.387
136 F -4.127 -2.755 -21.935
137 F -2.541 -4.358 -22.516
138 F -4.703 -4.846 -21.817
139 F -2.963 -5.470 -20.649
140 F -4.334 -3.883 -19.746

**Spin multiplicity**: 1
**E**: -156560.7575 eV
**ΔE to the lowest compared entry with this formula, charge and spin**: 253.7 kcal/mol